16
Properties=species:S:1:pos:R:3:forces:R:3:nbo_charge:R:1 method="wB97M-V/def2-TZVPD" de_lowest_kj_mol=144.4 lumo_energy_ev=1.20 homo_lumo_gap_ev=9.6385 homo_ha=-0.310
C -2.0903 -0.1480 0.3505 0.083 0.020 0.010 -0.419
C -0.1300 1.3434 -0.1119 0.101 -0.008 0.027 -0.239
C 1.1885 1.2844 0.0949 -0.105 0.007 -0.029 -0.147
C 1.6172 -0.0504 0.6561 0.029 -0.018 0.019 -0.438
C 0.3417 -0.9145 0.5321 -0.024 -0.059 0.027 -0.442
C -0.7785 0.0758 0.2591 -0.100 -0.018 0.028 -0.007
H -2.4846 -1.1093 0.6698 0.081 0.118 -0.063 0.198
H -2.8134 0.6319 0.1243 0.128 -0.099 0.015 0.198
H -0.6807 2.2060 -0.4757 0.097 -0.117 0.065 0.218
H -0.2046 -0.9844 -2.7661 -0.048 -0.006 -0.005 -0.009
H 1.8864 2.0993 -0.0762 -0.119 -0.109 0.017 0.210
H 1.9294 0.0616 1.7034 -0.033 -0.004 -0.142 0.212
H 2.4715 -0.4779 0.1189 -0.128 0.073 0.067 0.213
H 0.1474 -1.5314 1.4142 0.025 0.108 -0.114 0.221
H 0.4344 -1.5917 -0.3257 -0.024 0.107 0.126 0.224
H -0.8074 -0.9160 -2.3351 0.041 0.005 -0.049 0.006

16
Properties=species:S:1:pos:R:3:forces:R:3:nbo_charge:R:1 method="wB97M-V/def2-TZVPD" de_lowest_kj_mol=690.1 lumo_energy_ev=-1.24 homo_lumo_gap_ev=4.8285 homo_ha=-0.223
C -2.4675 -0.7601 0.2822 -0.311 -0.290 -2.217 -0.685
C -1.5385 -0.4566 1.3963 1.610 2.260 -0.635 -0.161
C -0.3282 0.2551 1.0900 -2.813 -1.754 3.863 -0.265
C 0.5298 -0.0945 0.1129 3.318 1.196 -4.351 -0.175
C 1.7444 0.6694 -0.3124 -4.115 -1.295 0.876 -0.475
C 2.4755 0.5054 -1.5635 -0.655 0.760 -1.205 -0.581
H -2.3200 -1.6668 -0.3475 0.247 0.114 0.655 0.220
H -2.3424 0.0541 -0.4696 -0.002 -0.481 0.370 0.217
H -3.5439 -0.7287 0.4494 0.100 -0.178 0.819 0.227
H -1.9115 -0.3142 2.4042 -0.357 0.223 -0.184 0.194
H -0.1425 1.0402 1.8466 0.730 -0.656 -0.388 0.217
H 0.3832 -0.8331 -0.6650 -0.746 -0.644 0.652 0.206
H 1.6646 1.5489 0.3394 1.558 0.319 -0.801 0.232
H 2.3987 1.2939 -2.3120 1.069 0.663 0.639 0.218
H 2.5877 -0.1071 -0.2097 1.101 0.310 1.320 0.401
H 2.8108 -0.4060 -2.0412 -0.735 -0.547 0.586 0.208

16
Properties=species:S:1:pos:R:3:forces:R:3:nbo_charge:R:1 method="wB97M-V/def2-TZVPD" de_lowest_kj_mol=134.5 lumo_energy_ev=1.05 homo_lumo_gap_ev=9.6988 homo_ha=-0.318
C -0.9534 1.6614 0.5410 -0.156 0.986 0.129 -0.649
C -0.7046 0.2170 0.2302 -0.189 0.336 -1.035 -0.018
C -1.6645 -0.5352 -0.3180 0.404 0.016 0.522 -0.388
C 1.5442 0.5309 -0.6377 -0.521 -0.410 -0.945 -0.415
C 0.7173 -0.2161 0.0920 0.067 -0.683 -0.478 0.013
C 1.0944 -1.6504 0.3665 0.045 0.384 0.444 -0.633
H -0.0612 2.2650 0.3856 0.146 -0.097 0.295 0.221
H -1.7071 2.1707 -0.0655 -0.167 -0.552 -0.272 0.217
H -1.3120 1.8319 1.5587 0.312 -0.229 0.163 0.226
H -1.4881 -1.5758 -0.5512 -0.123 0.039 -0.226 0.192
H -2.6061 -0.0865 -0.5918 -0.303 -0.156 0.282 0.199
H 2.3933 0.0306 -1.0902 0.350 0.344 0.379 0.196
H 1.1576 1.3855 -1.1847 0.342 0.371 0.482 0.195
H 2.0373 -1.9144 -0.0998 0.226 0.169 -0.004 0.213
H 1.1966 -1.8024 1.4440 -0.256 -0.360 -0.087 0.219
H 0.3564 -2.3120 -0.0792 -0.178 -0.160 0.352 0.215

16
Properties=species:S:1:pos:R:3:forces:R:3:nbo_charge:R:1 method="wB97M-V/def2-TZVPD" de_lowest_kj_mol=579.2 lumo_energy_ev="-0.34 / -0.45" homo_lumo_gap_ev="6.4994 / 6.4538" homo_ha="-0.251 / -0.254"
C 1.2600 0.0187 -1.1140 -0.050 0.047 0.079 -0.693
C 0.2163 0.5652 -0.2033 0.098 0.156 -0.075 0.222
C -1.0346 1.1245 -0.7824 0.021 -0.063 0.046 -0.692
C 0.1372 -0.5308 2.1702 0.021 -0.023 0.410 -0.596
C -0.3480 -1.1325 1.0517 0.000 0.049 -0.946 -0.055
C -0.7013 -1.6996 -0.0373 -0.058 -0.106 0.773 -0.431
H 1.7288 0.8910 -1.6005 -0.034 -0.109 0.058 0.229
H 0.8242 -0.6454 -1.8593 0.076 0.121 0.051 0.242
H 2.0367 -0.5123 -0.5602 -0.107 0.047 -0.067 0.240
H 0.6199 1.1551 0.6105 -0.065 -0.076 -0.055 0.202
H -1.7716 1.3498 -0.0092 0.052 -0.053 -0.104 0.235
H -0.7508 2.0776 -1.2588 -0.073 -0.113 0.040 0.232
H -1.4619 0.4493 -1.5244 0.033 0.102 0.061 0.234
H 1.0625 -0.8536 2.6375 -0.181 -0.074 -0.031 0.214
H -0.4227 0.2678 2.6519 0.176 -0.019 -0.207 0.203
H -1.3949 -2.5248 -0.1723 0.092 0.115 -0.034 0.213

16
Properties=species:S:1:pos:R:3:forces:R:3:nbo_charge:R:1 method="wB97M-V/def2-TZVPD" de_lowest_kj_mol=175.5 lumo_energy_ev=0.90 homo_lumo_gap_ev=9.1723 homo_ha=-0.304
C 1.4758 -2.2244 -0.3715 -0.456 1.468 -1.302 -0.599
C 1.0252 -0.8172 0.1079 -0.615 -1.370 -0.633 -0.456
C -0.4842 -0.7032 -0.0399 0.388 0.077 0.038 -0.143
C -1.1944 0.3632 0.3550 -0.111 0.533 -0.959 -0.229
C -0.6387 1.7169 0.2500 0.490 -0.196 0.823 -0.214
C -1.3718 2.8221 0.2313 -0.946 0.172 0.689 -0.390
H 0.8952 -3.0117 0.0980 0.335 -0.176 0.218 0.209
H 1.2244 -2.2006 -1.4360 -0.038 -0.566 -0.092 0.195
H 2.5571 -2.3258 -0.3569 0.008 -0.339 0.506 0.212
H 1.2946 -0.8017 1.1621 0.119 1.011 -0.033 0.217
H 1.4518 -0.0752 -0.5639 0.705 0.224 0.564 0.214
H -0.9247 -1.4873 -0.6527 -0.501 -0.517 1.029 0.200
H -2.2662 0.3424 0.5311 -0.128 -0.234 -0.650 0.202
H 0.4286 1.7779 0.0724 0.081 0.140 0.269 0.199
H -2.4550 2.7893 0.3279 0.032 -0.324 0.082 0.183
H -1.0178 3.8352 0.2854 0.636 0.097 -0.551 0.201

16
Properties=species:S:1:pos:R:3:forces:R:3:nbo_charge:R:1 method="wB97M-V/def2-TZVPD" de_lowest_kj_mol=845.8 lumo_energy_ev=-1.41 homo_lumo_gap_ev=5.5713 homo_ha=-0.257
C 0.6707 -1.4565 0.3370 1.097 -0.171 -0.980 -0.418
C -0.2362 -1.8383 -0.7429 -0.581 -0.901 2.806 -0.370
C -0.1767 3.5514 0.3014 1.977 -2.876 2.095 -0.283
C -0.4428 2.1574 0.4105 -1.573 5.160 -0.637 -0.256
C 0.3128 1.0026 0.4412 -0.425 -4.614 -2.646 -0.050
C -0.2590 -0.2725 -0.0300 0.423 4.485 4.013 -0.261
H 0.6722 -1.6660 1.4545 -0.891 -0.658 -1.476 0.206
H -0.0610 -4.7491 -0.7435 -0.602 -0.224 -0.690 0.000
H 1.6963 -1.1318 0.1277 0.071 0.041 -0.208 0.171
H -0.5546 -4.9209 -1.3074 0.617 0.163 0.676 0.001
H -1.2713 -0.3019 0.3908 -0.321 0.129 -0.849 0.254
H -0.7671 4.1303 -0.3715 -0.893 0.415 0.288 0.205
H 0.6437 4.1030 0.8841 -0.805 -1.125 -1.468 0.202
H -1.4784 2.0003 0.1843 -0.504 -0.499 -0.682 0.204
H 1.3662 1.0257 0.4433 1.224 0.319 0.498 0.202
H -0.1149 -1.6335 -1.7794 1.188 0.355 -0.740 0.192

16
Properties=species:S:1:pos:R:3:forces:R:3:nbo_charge:R:1 method="wB97M-V/def2-TZVPD" de_lowest_kj_mol=84.2 lumo_energy_ev=1.13 homo_lumo_gap_ev=9.9835 homo_ha=-0.325
C -1.4972 1.5361 0.6131 0.250 0.091 0.173 -0.646
C -0.5156 0.5521 0.0549 0.948 0.143 0.463 0.032
C -0.3273 0.1938 -1.2297 0.339 -0.303 0.873 -0.225
C 0.7179 -0.9131 -1.3065 0.403 -0.326 0.311 -0.437
C 0.8771 -1.3451 0.1836 1.273 -0.584 0.393 -0.396
C 0.6552 -0.1117 0.9912 -1.678 1.085 -0.776 -0.429
H -0.9028 2.2193 1.2209 -0.266 0.285 0.155 0.215
H -2.0701 2.1213 -0.1221 0.303 -0.353 0.058 0.216
H -2.2093 1.0398 1.2872 0.167 0.083 -0.130 0.219
H -0.8013 0.6174 -2.1415 0.127 -0.400 0.981 0.217
H 0.3831 -1.7498 -1.9353 0.156 0.205 0.094 0.210
H 1.6774 -0.5607 -1.7016 -0.076 0.049 -0.118 0.204
H 0.0361 -2.0296 0.4220 0.843 -0.054 -0.053 0.201
H 1.8994 -1.6499 0.6292 -1.441 -0.696 -1.629 0.209
H 1.5807 0.5109 0.9852 -0.776 -0.013 -0.100 0.198
H 0.4968 -0.4309 2.0495 -0.572 0.788 -0.694 0.212

16
Properties=species:S:1:pos:R:3:forces:R:3:nbo_charge:R:1 method="wB97M-V/def2-TZVPD" de_lowest_kj_mol=470.5 lumo_energy_ev="-0.98 / -0.98" homo_lumo_gap_ev="6.8677 / 6.8675" homo_ha="-0.289 / -0.289"
C -1.8388 -0.2200 -1.4421 -0.183 -0.151 -0.093 -0.602
C -0.8362 0.7824 -0.8870 -0.020 -0.033 -0.090 -0.486
C 0.4395 0.1533 -0.4665 -0.125 0.172 -0.034 0.184
C 1.8808 0.1520 1.3495 0.248 -0.133 0.306 -0.643
C 0.6682 -0.5252 0.7052 -0.064 0.203 0.110 -0.280
C -0.2273 -1.4907 1.2329 0.215 0.692 0.038 -0.223
H -1.4698 -0.6190 -2.3903 -0.149 -0.042 0.074 0.203
H -1.9445 -1.0343 -0.7202 -0.096 0.086 -0.191 0.256
H -2.7986 0.2730 -1.6080 0.036 -0.129 -0.039 0.211
H -0.6162 1.5939 -1.5895 -0.124 -0.215 -0.041 0.212
H -1.2398 1.2500 0.0217 -0.029 -0.139 -0.206 0.235
H 1.3429 0.4740 -0.9981 -0.187 0.221 0.126 0.182
H 1.7697 0.0234 2.4264 0.286 -0.102 0.053 0.230
H 2.8494 -0.2101 0.9971 0.000 -0.103 0.183 0.219
H 1.8325 1.2365 1.1599 0.186 -0.347 0.182 0.197
H 0.1883 -1.8391 2.2091 0.008 0.018 -0.376 0.106

16
Properties=species:S:1:pos:R:3:forces:R:3:nbo_charge:R:1 method="wB97M-V/def2-TZVPD" de_lowest_kj_mol=414.9 lumo_energy_ev=1.09 homo_lumo_gap_ev=9.9566 homo_ha=-0.326
C -0.8169 -1.1426 0.2751 -0.271 0.109 -0.130 0.022
C -1.0855 -1.1738 -0.9951 -0.481 0.520 0.490 -0.196
C -0.6803 -2.4758 -0.3477 1.137 -1.215 -1.463 -0.434
C -0.4043 -0.3700 1.4523 1.119 0.559 1.700 -0.665
C 0.5910 2.1578 -0.9835 0.953 1.248 0.339 -0.369
C 1.5561 1.9270 -0.1032 -2.576 0.515 -0.569 -0.373
H 0.4049 -2.7883 -0.5838 -1.724 -0.132 0.386 0.163
H -1.4529 -3.2895 -0.3191 0.924 0.654 0.476 0.186
H -0.9051 -0.5392 2.4806 0.299 0.094 -1.947 0.235
H -0.4319 0.7022 1.1582 -0.091 -0.678 0.625 0.238
H 0.6961 -0.6215 1.6819 -1.416 0.327 -0.465 0.224
H 0.0954 3.0301 -0.6501 -1.295 0.907 -0.539 0.183
H 0.3833 1.7849 -1.9716 0.150 -0.547 0.103 0.203
H -1.4399 -0.6535 -1.8878 0.415 -0.343 0.425 0.224
H 2.0226 1.0459 -0.0347 2.575 -3.091 -0.361 0.177
H 1.4674 2.4062 0.8287 0.283 1.070 0.928 0.182

16
Properties=species:S:1:pos:R:3:forces:R:3:nbo_charge:R:1 method="wB97M-V/def2-TZVPD" de_lowest_kj_mol=549.0 lumo_energy_ev=-1.00 homo_lumo_gap_ev=4.5952 homo_ha=-0.206
C 0.4461 -1.1829 1.6582 -0.457 -0.195 -0.257 -0.555
C -0.3158 -0.3599 0.8023 -0.283 -0.451 0.150 -0.159
C -1.6956 -0.1665 0.9278 0.223 0.854 -0.858 -0.717
C -0.2875 1.6050 -0.7703 2.632 -0.962 1.321 -0.535
C 0.3330 0.3247 -0.3356 0.144 1.756 1.298 0.300
C 1.2682 -0.3626 -1.2550 1.462 -0.011 -0.177 -0.704
H 0.7822 -0.5742 -2.2262 0.179 0.077 0.470 0.259
H -0.0899 -1.7251 2.4773 0.671 0.766 -0.770 0.205
H 1.5208 -1.2656 1.6120 0.028 -0.013 -0.145 0.186
H -2.1747 -0.7118 1.7071 -0.494 -0.066 0.394 0.204
H -2.2825 0.5143 0.2832 0.402 -0.711 0.516 0.178
H 0.2310 2.1288 -1.5847 -0.538 -0.604 0.006 0.235
H -0.8066 0.6065 -1.0466 -2.294 0.997 -1.263 0.315
H 2.2200 0.2110 -1.4604 -1.193 -0.217 0.154 0.246
H -0.7227 2.2632 0.0117 -0.279 -1.134 -0.743 0.280
H 1.5741 -1.3050 -0.8008 -0.203 -0.085 -0.097 0.263

16
Properties=species:S:1:pos:R:3:forces:R:3:nbo_charge:R:1 method="wB97M-V/def2-TZVPD" de_lowest_kj_mol=130.5 lumo_energy_ev=1.07 homo_lumo_gap_ev=10.3726 homo_ha=-0.342
C -1.8473 0.1572 0.8358 0.013 -0.001 0.031 -0.611
C -1.7977 0.2420 -0.6879 -0.092 -0.060 -0.040 -0.380
C -0.4079 0.5102 -1.2988 -0.006 0.073 -0.040 -0.468
C 0.7214 -0.1123 -0.5991 0.441 -0.012 0.320 -0.028
C 1.6973 -0.4098 0.0434 -0.400 0.201 -0.297 -0.008
C 2.9179 -0.5630 0.8340 0.088 -0.004 0.056 -0.679
H -1.2123 -0.6566 1.2003 -0.078 0.130 -0.050 0.215
H -2.8740 -0.0413 1.1628 0.161 0.053 -0.017 0.209
H -1.5116 1.0821 1.3184 -0.023 -0.095 -0.119 0.203
H -2.4664 1.0393 -1.0345 0.057 -0.153 0.012 0.201
H -2.1904 -0.6936 -1.1007 0.058 0.072 0.043 0.198
H -0.4187 0.2190 -2.3565 0.044 0.017 0.181 0.229
H -0.1934 1.5865 -1.2846 -0.142 -0.088 -0.004 0.224
H 3.3666 -1.5568 0.7555 -0.123 0.091 -0.029 0.231
H 3.6540 0.1719 0.4909 -0.038 -0.145 0.081 0.232
H 2.7127 -0.3591 1.8898 0.041 -0.077 -0.128 0.232

16
Properties=species:S:1:pos:R:3:forces:R:3:nbo_charge:R:1 method="wB97M-V/def2-TZVPD" de_lowest_kj_mol=97.6 lumo_energy_ev=1.21 homo_lumo_gap_ev=10.2485 homo_ha=-0.332
C 2.0151 -0.1378 0.0345 -0.214 -0.030 -0.202 -0.611
C 0.5105 -0.2620 0.3521 -0.405 -0.050 -0.462 -0.173
C -0.5809 -1.0975 -0.6167 1.317 0.830 0.682 -0.458
C -1.8731 -0.3588 -0.3352 0.351 0.189 0.249 -0.206
C -1.6436 0.7946 0.2882 -0.103 0.056 -0.023 -0.179
C -0.1890 1.0714 0.5588 -0.036 0.216 -0.011 -0.451
H 2.5169 0.5226 0.7650 -0.380 -0.177 -0.186 0.210
H 2.1775 0.2997 -0.9543 0.010 -0.059 0.027 0.205
H 2.5567 -1.0929 0.0868 -0.316 0.131 -0.137 0.210
H 0.4638 -0.7976 1.3271 -0.236 0.118 -0.641 0.186
H -0.5178 -1.2986 -1.7150 0.821 0.514 0.804 0.214
H -0.3160 -1.9760 -0.0747 -1.288 -1.638 -0.242 0.219
H -2.8671 -0.6085 -0.7226 0.505 -0.284 0.220 0.214
H -2.4160 1.5110 0.5443 0.002 -0.005 -0.078 0.204
H 0.1999 1.7960 -0.1687 -0.123 0.171 0.120 0.203
H -0.0290 1.4764 1.5635 0.095 0.019 -0.121 0.212